Entry from OMol25: an isolated molecule of C3HNO2 (the ωB97M-V functional and the def2-TZVPD basis).

Summary:
Charge: 0
Kohn-Sham gap (eV): 9.47

Geometry (Å):
N 2.642 -0.328 0.206
C 1.516 -0.101 0.069
C 0.158 0.435 -0.131
O 0.027 1.555 -0.557
C -1.130 -0.354 0.121
O -1.279 -1.510 -0.163
H -1.938 0.316 0.472